(1)
Entry from OMol25: a cluster of 9 separate species, C30H72N2O30P6 in total in a non-equilibrium geometry (ωB97M-V with the def2-TZVPD basis set).

Lowest unoccupied orbital energy in eV: -1.913
Structure (SMILES): O=C1C=C(O)C(=O)C=C1O.COP(=O)(OC)OC.COP(=O)(OC)OC.COP(=O)(OC)OC.COP(=O)(OC)OC.COP(=O)(OC)OC.COP(=O)(OC)OC.CN(C)C=O.CN(C)C=O
HOMO level in eV: -9.27
Orbital gap in eV: 7.36
Relative energy (zero: lowest compared OMol25 entry of this formula, charge and spin) in eV: 0.000
Net charge: 0

Last column: Löwdin charge in e.
Geometry (Å):
C -6.04064 4.46967 6.43318  0.0877
C -5.44239 3.28867 6.84252  -0.2105
C -4.40397 3.23295 7.83032  -0.3899
O -3.71259 2.34086 8.16786  0.1584
C -4.22988 4.49685 8.60168  0.0927
C -4.92880 5.66008 8.22171  -0.1752
C -5.76813 5.80149 6.97427  -0.3152
O -6.36111 6.83528 6.67967  0.1073
O -4.87083 6.83376 8.93977  0.0659
O -5.85284 2.13698 6.24645  0.1088
H -6.74135 4.35076 5.62001  0.1309
H -3.62622 4.52836 9.49667  0.1225
H -5.45281 7.53994 8.64959  0.1045
H -5.25007 1.45449 6.55051  0.1118
C -10.71909 5.69068 16.65301  -0.3271
O -11.82876 5.22223 16.92713  -0.0021
N -9.83277 5.18312 15.77348  -0.2189
C -8.48271 5.52294 15.85307  -0.0963
C -10.13548 3.98675 15.00074  -0.0386
H -10.32151 6.55089 17.21351  0.1322
H -8.24243 6.18716 16.68323  0.0915
H -8.04897 5.95230 14.94996  0.0917
H -7.97977 4.57726 16.05521  0.0930
H -11.13327 4.06447 14.56890  0.0897
H -9.56996 4.03779 14.07033  0.0848
H -9.94806 3.07200 15.56306  0.1003
C -21.54939 1.53348 13.42666  -0.3109
O -20.52864 1.36289 12.78395  -0.0013
N -22.59045 0.59501 13.45874  -0.1961
C -23.79744 0.54601 14.37533  -0.0251
C -22.53438 -0.50263 12.57913  -0.1099
H -21.68741 2.50172 13.93229  0.1287
H -24.63919 0.12063 13.82888  0.0837
H -24.01557 1.58635 14.61665  0.0786
H -23.54216 -0.01861 15.27206  0.0848
H -21.60901 -0.91666 12.17864  0.0889
H -22.84353 -1.30806 13.24531  0.0852
H -23.18684 -0.43423 11.70866  0.0935
C -16.74079 -3.35173 13.43370  -0.1092
O -17.88617 -3.33180 14.24832  -0.2220
P -17.86276 -3.62643 15.84481  0.4525
O -19.16074 -3.96041 16.40993  -0.2168
O -16.69033 -4.77889 16.04502  -0.2332
C -16.88679 -6.03923 15.46919  -0.1351
O -17.14023 -2.28744 16.38499  -0.2185
C -17.98283 -1.27673 16.94393  -0.1048
H -16.35465 -4.36865 13.50351  0.0652
H -15.92924 -2.67337 13.69700  0.0929
H -17.04414 -3.09386 12.41902  0.0943
H -16.63299 -6.74039 16.26422  0.0959
H -16.19684 -6.13255 14.63052  0.0774
H -17.89228 -6.19943 15.08007  0.0947
H -17.72103 -0.29851 16.54065  0.0866
H -17.80356 -1.34333 18.01703  0.0946
H -19.03514 -1.27121 16.65983  0.0853
C -0.15437 0.62301 12.89697  -0.1097
O -1.21557 -0.24150 13.21281  -0.2107
P -1.68928 -0.46836 14.70495  0.4863
O -1.22277 0.57917 15.69686  -0.2689
O -3.31015 -0.50302 14.49578  -0.2383
C -3.93926 0.69091 14.06480  -0.1151
O -1.20150 -2.01423 14.99201  -0.2070
C -1.83529 -2.78346 15.99457  -0.1329
H 0.15018 1.28528 13.70737  0.0857
H -0.38630 1.09212 11.94080  0.0927
H 0.74580 0.04581 12.68573  0.0861
H -3.32128 1.58270 13.96029  0.0863
H -4.59784 0.88600 14.91114  0.0933
H -4.41303 0.51047 13.09988  0.0921
H -2.85822 -3.05563 15.73452  0.0847
H -1.84642 -2.36933 17.00277  0.0902
H -1.34626 -3.74445 16.15404  0.0855
C -14.96164 7.51040 7.58271  -0.1777
O -14.07142 8.00544 8.45943  -0.2058
P -14.41121 9.42929 9.13126  0.5063
O -15.03323 10.43596 8.24116  -0.2290
O -15.35623 9.03133 10.40926  -0.2241
C -14.84102 8.12383 11.36348  -0.1077
O -12.94378 9.86307 9.80425  -0.2687
C -12.37984 11.11918 9.46918  -0.1028
H -15.19217 6.49598 7.90815  0.0888
H -14.61457 7.31999 6.56714  0.0967
H -15.92370 8.02272 7.58817  0.0940
H -14.78625 7.12822 10.92320  0.0839
H -15.35743 8.08800 12.32272  0.0945
H -13.84560 8.55477 11.47082  0.0739
H -11.92611 11.13343 8.47821  0.0923
H -11.52810 11.02931 10.14340  0.0901
H -13.16375 11.82842 9.73482  0.0949
C -11.01912 4.49796 9.79959  -0.1393
O -11.77666 3.76205 8.93144  -0.2415
P -11.84333 2.10091 8.97323  0.4397
O -12.70904 1.37251 7.97580  -0.2560
O -12.41845 1.87817 10.37747  -0.2261
C -13.86173 2.15478 10.66063  -0.0373
O -10.27618 1.65248 9.13848  -0.2479
C -9.98570 0.36010 9.68515  -0.0874
H -10.07692 3.95745 9.89003  0.0819
H -11.60329 4.57853 10.71629  0.0918
H -10.82194 5.42611 9.26315  0.0979
H -14.58757 1.34656 10.57101  0.0900
H -14.30547 2.96472 10.08166  0.0825
H -13.93502 2.58658 11.65878  0.0836
H -9.72666 0.56783 10.72335  0.0881
H -9.08792 0.00003 9.18273  0.0909
H -10.86668 -0.27755 9.61186  0.0892
C -18.11753 0.90543 6.26375  -0.1265
O -18.77446 1.52612 5.17829  -0.2453
P -18.94461 0.77710 3.72623  0.5307
O -19.99116 1.48240 2.91499  -0.2540
O -19.25180 -0.76484 4.15565  -0.2209
C -20.15395 -1.59310 3.42555  -0.1097
O -17.37551 0.86168 3.19682  -0.2330
C -16.61703 2.03459 3.35679  -0.1301
H -17.20785 1.48040 6.43691  0.0871
H -17.62339 -0.05128 6.09453  0.0831
H -18.80928 0.76803 7.09483  0.0944
H -19.65494 -2.10074 2.60009  0.0893
H -20.91395 -1.02785 2.88612  0.0766
H -20.77259 -2.26862 4.01637  0.0903
H -17.13509 2.83553 3.88425  0.0867
H -16.39733 2.46797 2.38108  0.0892
H -15.69340 1.81997 3.89432  0.0924
C -0.84591 -4.07166 8.38682  -0.1421
O -1.59022 -3.12792 7.66925  -0.2202
P -2.56362 -3.69663 6.45883  0.4737
O -3.26483 -2.66924 5.71488  -0.2052
O -1.47910 -4.52596 5.62604  -0.2242
C -0.71041 -3.87967 4.68357  -0.1386
O -3.36152 -4.96653 7.15549  -0.2218
C -4.55114 -4.74032 7.84290  -0.1304
H 0.09848 -3.60079 8.65975  0.0888
H -0.43532 -4.91440 7.83066  0.0888
H -1.39769 -4.35148 9.28424  0.0911
H 0.30240 -4.26280 4.55887  0.0931
H -0.56053 -2.83993 4.97439  0.0878
H -1.19174 -3.86197 3.70577  0.0944
H -5.31386 -5.47694 7.59038  0.0875
H -4.99116 -3.80223 7.50456  0.0854
H -4.35744 -4.86728 8.90801  0.0920

---

(2)
Entry from OMol25: a cluster of 9 separate species, C30H72N6O12 in total in a non-equilibrium geometry (ωB97M-V with the def2-TZVPD basis set).

Lowest unoccupied orbital energy in eV: 0.316
Structure (SMILES): CNC(C)=O.CNC(C)=O.CNC(C)=O.CNC(C)=O.CNC(C)=O.CNC(C)=O.COCCOC.COCCOC.COCCOC
HOMO level in eV: -8.91
Orbital gap in eV: 9.22
Relative energy (zero: lowest compared OMol25 entry of this formula, charge and spin) in eV: 0.801
Net charge: 0

Last column: Löwdin charge in e.
Geometry (Å):
C -0.47371 -4.17890 7.33607  -0.1177
O -0.35498 -3.12683 8.26453  -0.1590
C 0.02417 -1.92658 7.62821  -0.2141
C -0.90655 -1.19130 6.63045  -0.1839
O -0.30401 -0.02206 6.01687  -0.1627
C -0.96438 0.50742 4.89697  -0.1179
H 0.44446 -4.37705 6.78307  0.0871
H -1.21677 -3.99016 6.56126  0.0743
H -0.64883 -5.08046 7.92310  0.0939
H 0.99370 -2.05112 7.14594  0.1245
H 0.21446 -1.24640 8.45842  0.1258
H -1.82740 -0.92678 7.15023  0.1105
H -1.17539 -2.03347 5.99281  0.0949
H -0.37476 1.19666 4.29250  0.0870
H -1.86392 1.03462 5.21476  0.0770
H -1.35372 -0.29696 4.27287  0.0763
C -7.16123 -2.07189 -2.25338  -0.1020
O -6.05414 -1.27959 -1.79113  -0.1998
C -4.82965 -1.67582 -2.48170  -0.1704
C -3.78172 -0.59597 -2.39910  -0.2212
O -4.09870 0.37155 -3.34928  -0.1657
C -3.15458 1.37819 -3.44424  -0.1188
H -6.77683 -3.09126 -2.28845  0.0787
H -7.46497 -1.74448 -3.24769  0.0851
H -8.02789 -2.06549 -1.59236  0.0843
H -5.05655 -1.98706 -3.50138  0.1271
H -4.46102 -2.53913 -1.92771  0.1110
H -2.85027 -1.07507 -2.70071  0.1228
H -3.57409 -0.16975 -1.41761  0.1154
H -3.28358 1.94050 -4.36904  0.0893
H -2.14962 0.95622 -3.43504  0.0761
H -3.29713 2.10802 -2.64728  0.0862
C 2.67407 3.83458 1.36234  -0.1081
O 3.56027 2.77528 1.70714  -0.1993
C 4.95876 2.99723 1.37839  -0.1789
C 5.78650 1.68061 1.39569  -0.1505
O 7.18115 1.87325 0.91516  -0.1950
C 7.78004 0.65777 0.36652  -0.1008
H 2.49813 3.74651 0.29025  0.0735
H 3.09792 4.83776 1.40785  0.0809
H 1.75954 3.70979 1.94214  0.0899
H 5.40074 3.69678 2.08789  0.1167
H 5.06134 3.51745 0.42606  0.1187
H 5.26087 1.03194 0.69496  0.0834
H 5.75442 1.14420 2.34403  0.1241
H 7.57592 -0.20450 1.00128  0.0841
H 8.84754 0.87805 0.37088  0.0783
H 7.62684 0.39027 -0.67898  0.0748
C -3.83595 6.05289 -1.42951  0.0034
C -2.92814 5.32269 -0.46130  -0.5744
O -3.06064 5.12501 0.71591  0.0432
N -1.91827 4.63247 -0.96536  -0.0006
C -1.09012 4.90482 -2.09234  -0.0945
H -3.60494 7.08933 -1.67551  0.0796
H -4.86553 5.93775 -1.09069  0.0836
H -3.83228 5.64959 -2.44215  0.0720
H -1.48641 4.01508 -0.29273  0.0999
H -0.07612 4.77782 -1.71317  0.0729
H -1.12415 5.91209 -2.50749  0.0895
H -1.09265 4.12770 -2.85665  0.0717
C -5.26732 -0.09459 1.98222  0.0006
C -5.01798 -1.03936 3.13383  -0.5175
O -5.11982 -2.28958 3.05480  -0.0067
N -4.60515 -0.45136 4.27744  0.0185
C -4.33127 -1.26482 5.49492  -0.0546
H -5.81770 -0.56367 1.16666  0.0739
H -4.33751 0.09728 1.44674  0.0661
H -5.86476 0.81341 2.06418  0.0858
H -4.57645 0.55712 4.32487  0.1323
H -5.21656 -1.75498 5.90002  0.0877
H -3.76474 -0.68177 6.22099  0.0616
H -3.65057 -2.07709 5.24006  0.0708
C -1.26874 1.23647 0.52370  0.0245
C -0.32594 1.34379 -0.66100  -0.5105
O 0.19876 2.42097 -0.80186  0.0312
N -0.11011 0.26400 -1.51426  0.0267
C 0.92833 0.33148 -2.54034  -0.0764
H -1.74110 2.21868 0.50776  0.0688
H -0.85763 0.99100 1.50290  0.0795
H -2.01460 0.46346 0.33867  0.0479
H -0.27043 -0.67544 -1.17985  0.0692
H 0.72248 -0.50306 -3.21061  0.0908
H 1.96738 0.33408 -2.21098  0.0663
H 0.82960 1.29677 -3.03691  0.0642
C 1.03908 -3.45202 1.24843  0.0069
C -0.30375 -3.14889 0.60569  -0.5447
O -0.31938 -2.44103 -0.38671  0.0129
N -1.41895 -3.64625 1.16859  0.0249
C -2.79937 -3.20963 0.76610  -0.0249
H 1.07509 -3.44148 2.33779  0.0730
H 1.86212 -2.79545 0.96626  0.0780
H 1.32144 -4.45467 0.92740  0.0860
H -1.38946 -4.25222 1.97607  0.1343
H -3.57384 -3.27719 1.53012  0.0648
H -3.02961 -3.90283 -0.04295  0.0805
H -2.69525 -2.19848 0.37259  0.0656
C 4.55432 -0.94898 -1.06342  -0.0019
C 4.64605 -2.28298 -1.77198  -0.5513
O 4.97512 -3.31575 -1.14618  -0.0128
N 4.30902 -2.35732 -3.05219  0.0195
C 4.45907 -3.54260 -3.91888  -0.0506
H 5.29742 -0.91057 -0.26692  0.0621
H 3.52837 -0.83777 -0.71249  0.0800
H 4.76920 -0.16598 -1.79064  0.0804
H 3.89811 -1.50893 -3.41480  0.0755
H 5.44595 -3.51174 -4.38062  0.0774
H 3.77792 -3.45285 -4.76510  0.0697
H 4.24468 -4.48695 -3.41854  0.0822
C 2.46363 1.75491 -5.93786  0.0074
C 3.46489 0.63572 -5.74915  -0.4883
O 3.49160 0.09487 -4.58290  -0.0285
N 4.29515 0.36849 -6.73920  0.0095
C 5.08321 -0.82972 -6.77053  -0.0678
H 1.69394 1.71620 -5.16703  0.0687
H 2.10300 1.81885 -6.96449  0.0792
H 2.99960 2.68568 -5.75206  0.0901
H 4.11358 0.78801 -7.63983  0.1433
H 5.68402 -0.73193 -7.67472  0.0869
H 4.57110 -1.79123 -6.80736  0.0867
H 5.77607 -0.80404 -5.92947  0.0924

---

(3)
Entry from OMol25: a cluster of 6 separate species, C30H74BrNO9P2 in total in a non-equilibrium geometry (ωB97M-V with the def2-TZVPD basis set).

Lowest unoccupied orbital energy in eV: 0.742
Structure (SMILES): CCOP(=O)(CCNC[C@H](C)O[C@H](C[C@@H](C)Br)P(C)C)OCC.CC(C)O.CC(C)O.CC(C)O.CC(C)O.CC(C)O
HOMO level in eV: -7.78
Orbital gap in eV: 8.53
Relative energy (zero: lowest compared OMol25 entry of this formula, charge and spin) in eV: 0.471
Net charge: 0

Last column: Löwdin charge in e.
Geometry (Å):
C 6.95903 -1.71549 1.81149  -0.0612
C 6.38795 -1.17230 0.50792  -0.2434
O 7.38559 -0.36535 -0.14659  -0.2126
P 6.86269 0.70954 -1.20303  0.4551
O 6.15478 1.83352 -0.59138  -0.2424
C 5.88270 -0.14882 -2.43933  -0.1909
C 4.39421 0.20728 -2.33799  -0.2522
N 3.52512 -0.75377 -3.01843  -0.0514
C 3.20099 -1.87815 -2.15024  -0.1691
C 2.02174 -1.60445 -1.19809  -0.3821
C 1.30218 -2.89749 -0.83682  -0.0201
O 1.13614 -0.67523 -1.79141  -0.1556
C 0.82399 0.44254 -0.99487  -0.4900
C 0.14474 0.07295 0.32143  -0.2660
C 0.04657 1.28953 1.25867  -0.7360
C -1.37745 1.67116 1.60080  -0.1507
Br 1.01609 0.89951 2.91438  0.6875
P -0.32582 1.55691 -1.94961  0.9484
C 0.59750 3.12798 -2.13095  -0.3000
C -0.34798 0.86249 -3.64130  -0.2837
O 8.19666 1.06345 -1.97618  -0.2013
C 9.43954 1.22571 -1.25601  -0.2590
C 9.42112 2.39658 -0.30243  -0.0783
H 6.52264 -1.22201 2.67258  0.0750
H 6.77355 -2.78390 1.88378  0.0717
H 8.03657 -1.58087 1.81633  0.0886
H 6.08623 -1.98456 -0.15203  0.1058
H 5.50300 -0.56849 0.71035  0.1137
H 6.02183 -1.22754 -2.36596  0.0928
H 6.26592 0.15655 -3.41197  0.0985
H 4.09923 0.25953 -1.29236  0.0974
H 4.23763 1.18643 -2.78112  0.1151
H 4.02658 -1.13995 -3.80940  0.1038
H 3.00947 -2.76475 -2.75066  0.1175
H 4.05143 -2.13217 -1.49929  0.1067
H 2.43142 -1.19691 -0.26828  0.1215
H 0.31203 -2.66686 -0.45361  0.0634
H 1.19585 -3.53794 -1.70953  0.0802
H 1.84447 -3.42318 -0.05390  0.0729
H 1.74650 0.98584 -0.74785  0.1221
H -0.86288 -0.28799 0.11873  0.1004
H 0.72016 -0.69451 0.83052  0.0639
H 0.55584 2.14173 0.81627  0.0693
H -1.90704 1.90209 0.67904  0.0618
H -1.87977 0.83302 2.08087  0.0790
H -1.40086 2.51276 2.28600  0.0454
H 0.07926 3.72764 -2.87585  0.0292
H 0.52287 3.66080 -1.18599  0.0219
H 1.64656 3.03783 -2.41055  0.0375
H 0.51479 0.24064 -3.86554  0.0308
H -0.41565 1.66808 -4.36925  0.0328
H -1.24493 0.25626 -3.72732  0.0198
H 10.18093 1.39643 -2.03028  0.1153
H 9.67769 0.29322 -0.75234  0.1077
H 10.44701 2.64135 -0.03257  0.0772
H 8.86088 2.18334 0.60279  0.0736
H 8.98361 3.25819 -0.79833  0.0844
C 2.62057 -3.90465 3.71979  -0.0554
C 3.81325 -3.44045 2.89857  -0.4892
C 4.96716 -2.99069 3.77955  -0.0642
O 3.42839 -2.40202 2.00219  -0.0672
H 2.24739 -3.08363 4.33808  0.0836
H 1.81025 -4.22775 3.06660  0.0768
H 2.89069 -4.73195 4.37769  0.0800
H 4.14709 -4.25474 2.25196  0.1389
H 4.65871 -2.14544 4.40078  0.0940
H 5.81344 -2.66988 3.16980  0.0002
H 5.29760 -3.79433 4.43865  0.0884
H 3.12358 -1.65492 2.53286  0.0669
C -5.34265 -2.51188 -0.93768  -0.0598
C -3.92737 -1.96075 -0.93867  -0.4933
C -2.90517 -3.02583 -1.30730  -0.0526
O -3.60166 -1.39993 0.33831  -0.0621
H -5.43650 -3.30803 -0.19217  0.0819
H -6.05846 -1.73030 -0.68106  0.0792
H -5.60671 -2.92360 -1.91319  0.0603
H -3.85543 -1.13988 -1.65417  0.1372
H -2.92863 -3.83918 -0.57522  0.0835
H -1.89905 -2.60418 -1.31084  0.0599
H -3.11053 -3.44750 -2.29242  0.0820
H -3.63595 -2.12633 0.97097  0.0839
C -2.76760 5.37019 4.02221  -0.0616
C -2.24140 4.35457 5.02268  -0.4989
C -1.87932 4.99236 6.35436  -0.0641
O -1.12645 3.65094 4.47664  -0.0766
H -2.00425 6.12746 3.81661  0.0836
H -3.02637 4.89075 3.08035  0.0614
H -3.65704 5.87667 4.39980  0.0801
H -2.99725 3.58349 5.18524  0.1379
H -1.09020 5.73644 6.21248  0.0798
H -1.51178 4.24063 7.05268  0.0773
H -2.74063 5.49196 6.79987  0.0778
H -0.42288 4.28756 4.30681  0.0892
C -8.56216 -4.06154 -3.73843  -0.0622
C -7.41529 -4.48968 -4.64016  -0.5034
C -7.72078 -5.78885 -5.36770  -0.0634
O -6.20302 -4.60006 -3.89488  -0.0647
H -8.74264 -4.82100 -2.97218  0.0815
H -8.32361 -3.12507 -3.23456  0.0758
H -9.48339 -3.92713 -4.30648  0.0793
H -7.21719 -3.70377 -5.37109  0.1372
H -7.87852 -6.59623 -4.64685  0.0808
H -6.88890 -6.07050 -6.01255  0.0787
H -8.62024 -5.69830 -5.97772  0.0794
H -6.32645 -5.28758 -3.23058  0.0870
C -6.35163 4.86429 -0.43110  -0.0628
C -5.97000 4.53168 1.00212  -0.5004
C -7.18195 4.50207 1.91953  -0.0630
O -4.99005 5.44698 1.49061  -0.0618
H -6.81101 5.85606 -0.47862  0.0799
H -5.46837 4.87003 -1.06902  0.0793
H -7.06407 4.14057 -0.82869  0.0791
H -5.47353 3.55990 1.02699  0.1383
H -7.66456 5.48367 1.93877  0.0801
H -6.88391 4.25266 2.93769  0.0775
H -7.91591 3.76948 1.58183  0.0789
H -5.37862 6.32889 1.48709  0.0886